Computed, not measured: 2 unconnected molecules or ions with the total composition C7H11Cl5F5NSi at a distorted geometry, with wB97M-V/def2-TZVPD.

The SMILES is NC[Si@H](Cl)CCCC(F)(F)C(F)(F)F.ClC(Cl)(Cl)Cl. The orbital gap comes out at 0.3463 Ha. Its HOMO energy is -9.27 eV.

```
! RIJCOSX wB97M-V def2-TZVPD def2/J DEFGRID3
* xyz 0 1
N 3.369 -1.864 1.160
C 2.803 -0.903 0.174
Si 2.754 0.831 0.947
Cl 2.794 0.648 3.010
C 1.235 1.850 0.531
C -0.086 1.296 1.102
C -0.706 0.295 0.126
C -1.757 -0.621 0.734
F -2.007 -0.307 2.035
F -2.935 -0.514 0.062
C -1.370 -2.120 0.716
F -0.807 -2.469 -0.461
F -2.464 -2.886 0.908
F -0.488 -2.381 1.712
H 2.623 -2.311 1.666
H 3.914 -2.567 0.691
H 3.465 -0.904 -0.683
H 1.829 -1.251 -0.164
H 3.932 1.577 0.456
H 1.399 2.827 0.977
H 1.117 1.999 -0.541
H -0.779 2.125 1.188
H 0.067 0.878 2.088
H -1.213 0.864 -0.643
H 0.056 -0.271 -0.392
Cl -3.763 2.143 -2.023
C -3.351 1.234 -3.481
Cl -2.183 2.155 -4.434
Cl -2.641 -0.316 -3.023
Cl -4.808 0.958 -4.436
*
```

=====

Computed, not measured: C15H16N2O3S in the gas phase at a distorted geometry, with wB97M-V/def2-TZVPD.

The value obtained for the relative energy (zero: lowest compared OMol25 entry of this formula, charge and spin) is 0.0 kcal/mol. The SMILES is O=C(CCCc1nc2ccccc2s1)N[C@H]1CCOC1=O. The orbital gap comes out at 0.3532 Ha. Its HOMO energy is -8.96 eV.

```
! RIJCOSX wB97M-V def2-TZVPD def2/J DEFGRID3
* xyz 0 1
O -2.892 -2.322 0.624
C -1.939 -1.619 0.375
C -0.495 -2.079 0.429
C -0.001 -2.406 -0.984
C 1.518 -2.577 -1.020
C 2.235 -1.325 -0.668
N 3.287 -1.267 0.048
C 3.755 0.007 0.198
C 4.884 0.387 0.917
C 5.218 1.723 0.972
C 4.447 2.686 0.324
C 3.323 2.334 -0.396
C 2.984 0.993 -0.457
S 1.648 0.242 -1.274
N -2.074 -0.319 0.008
C -3.367 0.256 -0.247
C -4.263 0.452 0.979
C -5.069 1.686 0.568
O -4.220 2.439 -0.297
C -3.224 1.690 -0.767
O -2.342 2.096 -1.465
H 0.121 -1.292 0.866
H -0.432 -2.967 1.059
H -0.281 -1.602 -1.670
H -0.480 -3.322 -1.332
H 1.839 -3.357 -0.327
H 1.820 -2.877 -2.029
H 5.472 -0.368 1.414
H 6.092 2.031 1.526
H 4.733 3.726 0.384
H 2.723 3.075 -0.900
H -1.278 0.219 -0.305
H -3.898 -0.338 -1.007
H -4.885 -0.413 1.186
H -3.644 0.661 1.852
H -5.342 2.332 1.404
H -5.972 1.413 0.013
*
```

=====

Computed, not measured: a molecular structure, C42H52BrClNO5P2Ru at a distorted geometry, with wB97M-V/def2-TZVPD.

The orbital gap (spin up / spin down) comes out at 0.2580 / 0.2525 Ha. Its HOMO energy (spin up / spin down) is -7.01 / -6.97 eV. The expectation value of S² is 0.7594.

```
! RIJCOSX wB97M-V def2-TZVPD def2/J DEFGRID3
* xyz 0 2
Ru -0.239 -0.031 0.399
C 0.500 4.646 2.079
C -0.266 3.566 1.304
C -0.819 4.153 -0.006
P 0.709 2.042 1.013
C 1.596 1.607 2.578
C 0.597 1.555 3.738
C 2.842 2.429 2.913
C 1.886 2.417 -0.294
C 2.295 3.627 -0.849
C 3.147 3.643 -1.944
C 3.581 4.940 -2.572
C 3.562 2.416 -2.469
C 3.150 1.210 -1.933
C 2.291 1.207 -0.834
N 1.798 0.062 -0.181
C 2.758 -0.849 0.247
C 4.142 -0.586 0.316
C 5.017 -1.565 0.742
C 4.594 -2.844 1.118
C 5.571 -3.891 1.583
C 3.234 -3.092 1.068
C 2.331 -2.104 0.674
P 0.561 -2.252 0.501
C -0.124 -3.140 1.944
C 0.215 -2.362 3.218
C 0.256 -4.615 2.072
C 0.439 -3.278 -1.035
C 0.867 -2.413 -2.224
C -0.908 -3.930 -1.312
H -0.029 5.594 1.961
H 1.519 4.791 1.719
H 0.551 4.428 3.144
H -1.100 3.214 1.910
H -0.086 4.811 -0.470
H -1.710 4.745 0.208
H -1.077 3.407 -0.755
H 1.930 0.589 2.369
H 0.313 2.556 4.067
H 1.049 1.045 4.591
H -0.319 1.023 3.471
H 2.594 3.425 3.276
H 3.500 2.533 2.048
H 3.406 1.923 3.699
H 1.973 4.568 -0.423
H 3.432 5.777 -1.889
H 3.011 5.149 -3.480
H 4.636 4.914 -2.847
H 4.218 2.410 -3.333
H 3.483 0.273 -2.361
H 4.526 0.387 0.043
H 6.075 -1.327 0.790
H 6.526 -3.795 1.066
H 5.189 -4.895 1.396
H 5.771 -3.810 2.654
H 2.870 -4.076 1.338
H -1.199 -3.049 1.781
H 1.287 -2.390 3.425
H -0.312 -2.799 4.068
H -0.093 -1.318 3.138
H 1.284 -4.740 2.412
H 0.133 -5.171 1.143
H -0.387 -5.080 2.823
H 1.202 -4.046 -0.870
H 0.172 -1.583 -2.365
H 0.862 -3.023 -3.129
H 1.866 -1.995 -2.096
H -1.707 -3.195 -1.342
H -1.173 -4.685 -0.572
H -0.874 -4.428 -2.284
Br -3.029 2.976 -2.996
C -4.016 2.941 -1.379
C -5.205 3.660 -1.390
C -5.996 3.714 -0.255
C -5.599 3.054 0.900
C -4.410 2.350 0.909
C -3.598 2.278 -0.226
C -2.329 1.498 -0.097
O -1.864 1.305 1.077
O -1.717 1.023 -1.075
H -5.503 4.172 -2.293
H -6.923 4.273 -0.278
H -6.218 3.080 1.787
H -4.092 1.803 1.784
C -6.825 -2.714 -1.397
C -6.152 -3.451 -0.272
C -6.903 -4.098 0.703
C -6.282 -4.771 1.739
Cl -7.257 -5.566 2.947
C -4.904 -4.829 1.832
C -4.146 -4.189 0.865
C -4.761 -3.507 -0.173
O -3.979 -2.914 -1.144
C -3.790 -1.508 -0.955
C -3.130 -1.184 0.381
O -3.819 -0.848 1.320
O -1.824 -1.385 0.463
H -7.762 -3.200 -1.668
H -6.182 -2.677 -2.275
H -7.056 -1.686 -1.107
H -7.985 -4.077 0.652
H -4.435 -5.362 2.647
H -3.065 -4.204 0.906
H -4.758 -1.004 -0.985
H -3.162 -1.163 -1.774
*
```

=====

Computed, not measured: 2 unconnected molecules or ions with the total composition C2H8N5 at a distorted geometry, with wB97M-V/def2-TZVPD.

The value obtained for the relative energy (zero: lowest compared OMol25 entry of this formula, charge and spin) is 125.1 kcal/mol. The orbital gap (spin up / spin down) comes out at 0.2224 / 0.2223 Ha. Its HOMO energy (spin up / spin down) is -12.98 / -12.98 eV.

```
! RIJCOSX wB97M-V def2-TZVPD def2/J DEFGRID3
* xyz 1 1
C -0.151 0.850 0.511
C -1.628 1.106 0.480
N 0.184 0.108 -0.692
N -1.850 -0.917 -0.638
N -2.418 0.165 -0.183
N 2.884 -1.102 -0.197
N -0.574 -0.683 -1.177
H 0.415 1.761 0.451
H 0.106 0.155 1.364
H -2.136 1.123 1.470
H -2.004 2.146 0.082
H 3.355 -1.194 -1.098
H -2.378 -1.625 -1.019
H 2.915 -0.141 0.133
H 3.281 -1.753 0.515
*
```

=====

Computed, not measured: 2 unconnected molecules or ions with the total composition C3H9N2O at a distorted geometry, with wB97M-V/def2-TZVPD.

The value obtained for the relative energy (zero: lowest compared OMol25 entry of this formula, charge and spin) is 185.7 kcal/mol. The orbital gap (spin up / spin down) comes out at 0.3484 / 0.1342 Ha. Its HOMO energy (spin up / spin down) is -14.45 / -12.24 eV.

```
! RIJCOSX wB97M-V def2-TZVPD def2/J DEFGRID3
* xyz 1 1
C 1.289 -1.140 0.139
C -2.744 0.689 -0.120
C 2.599 0.951 -0.084
N -2.166 -0.487 0.124
N 1.550 -0.023 -0.381
O 0.331 -1.798 -0.367
H 1.775 -1.636 0.967
H -3.764 0.716 -0.472
H -2.613 1.443 0.700
H -2.124 1.596 -0.506
H 1.985 1.999 -0.119
H 3.223 0.934 -0.936
H 3.070 0.777 0.891
H -2.723 -1.229 0.219
H 0.312 -2.793 -0.056
*
```

=====

Computed, not measured: C4H7NO in the gas phase at a distorted geometry, with wB97M-V/def2-TZVPD.

The value obtained for the relative energy (zero: lowest compared OMol25 entry of this formula, charge and spin) is 74.5 kcal/mol. The orbital gap comes out at 0.4379 Ha. Its HOMO energy is -11.01 eV.

```
! RIJCOSX wB97M-V def2-TZVPD def2/J DEFGRID3
* xyz 0 1
C -0.146 1.573 -1.090
O 0.557 0.697 -0.217
C -0.106 -0.422 0.202
C 0.867 -1.492 0.592
C -1.803 0.413 1.275
N -0.874 -0.229 1.651
H -1.119 1.847 -0.664
H -0.293 1.113 -2.079
H 0.472 2.467 -1.206
H -0.835 -0.756 -0.550
H 1.456 -1.783 -0.278
H 1.511 -1.085 1.374
H 0.313 -2.343 0.992
*
```

=====

Computed, not measured: a gas-phase ion, C5H4ClO2 (charge -1) at a distorted geometry, with wB97M-V/def2-TZVPD.

The value obtained for the relative energy (zero: lowest compared OMol25 entry of this formula, charge and spin) is 27.1 kcal/mol. The SMILES is O=C([O-])[C@@H]1C=C[C@H]1Cl. The orbital gap comes out at 0.2734 Ha. Its HOMO energy is -3.87 eV.

```
! RIJCOSX wB97M-V def2-TZVPD def2/J DEFGRID3
* xyz -1 1
O -1.877 0.907 -1.726
C -1.731 0.008 -0.884
O -2.388 -0.925 -0.383
C -0.192 -0.123 -0.444
C -0.057 -0.846 0.863
C 0.913 -0.013 1.369
C 1.103 0.824 0.020
Cl 2.405 0.353 -1.111
H 0.043 -0.772 -1.410
H -0.756 -1.430 1.368
H 1.372 0.043 2.272
H 1.164 1.973 0.065
*
```

=====

Computed, not measured: a molecular structure, C52H54BCoF2N4O2PS2 at a distorted geometry, with wB97M-V/def2-TZVPD.

The value obtained for the relative energy (zero: lowest compared OMol25 entry of this formula, charge and spin) is 46.7 kcal/mol. The orbital gap (spin up / spin down) comes out at 0.1804 / 0.2632 Ha. Its HOMO energy (spin up / spin down) is -5.85 / -8.09 eV. The expectation value of S² is 3.8889.

```
! RIJCOSX wB97M-V def2-TZVPD def2/J DEFGRID3
* xyz 0 4
Co -0.545 0.026 -0.065
C -2.783 1.015 3.070
C -1.372 1.371 3.437
C -0.999 1.352 4.777
C 0.257 1.772 5.180
C 1.143 2.265 4.238
C 0.812 2.293 2.889
C 1.759 2.900 1.889
C -0.431 1.780 2.477
N -0.675 1.717 1.078
C -0.960 2.838 0.419
C -1.289 4.134 1.108
C -0.993 2.778 -1.000
C -1.279 4.023 -1.796
N -0.810 1.606 -1.555
C -0.640 1.444 -2.942
C -1.673 0.901 -3.724
C -3.021 0.618 -3.124
C -1.436 0.641 -5.069
C -0.200 0.904 -5.636
C 0.801 1.470 -4.865
C 0.597 1.770 -3.524
C 1.683 2.422 -2.716
H -3.410 0.981 3.961
H -2.827 0.035 2.594
H -3.205 1.745 2.380
H -1.721 1.029 5.519
H 0.526 1.753 6.230
H 2.105 2.649 4.561
H 2.779 2.895 2.275
H 1.485 3.938 1.682
H 1.737 2.354 0.947
H -1.299 4.010 2.188
H -2.272 4.488 0.787
H -0.562 4.908 0.853
H -0.537 4.798 -1.593
H -2.261 4.422 -1.531
H -1.272 3.805 -2.861
H -2.954 -0.173 -2.376
H -3.725 0.300 -3.891
H -3.416 1.503 -2.624
H -2.236 0.220 -5.668
H -0.025 0.683 -6.681
H 1.769 1.673 -5.308
H 2.639 2.329 -3.227
H 1.768 1.951 -1.738
H 1.472 3.485 -2.572
S 2.160 -0.492 2.002
C 1.592 -1.304 3.335
N 2.323 -1.398 4.469
C 1.763 -2.067 5.623
C 1.071 -3.325 5.163
N 0.061 -2.978 4.181
C -1.127 -3.823 4.156
C -2.072 -3.454 5.275
C -2.727 -2.224 5.242
C -3.551 -1.845 6.288
C -3.732 -2.688 7.377
C -3.093 -3.917 7.409
C -2.263 -4.297 6.362
C 0.300 -2.010 3.273
S -0.890 -1.654 2.129
C 3.635 -0.793 4.626
C 4.718 -1.845 4.645
C 4.967 -2.593 3.495
C 5.950 -3.569 3.495
C 6.696 -3.808 4.642
C 6.448 -3.073 5.791
C 5.459 -2.098 5.792
H 1.040 -1.415 6.129
H 2.568 -2.313 6.314
H 0.584 -3.813 6.007
H 1.803 -4.016 4.726
H -0.805 -4.864 4.247
H -1.608 -3.686 3.191
H -2.580 -1.573 4.388
H -4.056 -0.887 6.258
H -4.375 -2.390 8.195
H -3.236 -4.581 8.252
H -1.765 -5.260 6.390
H 3.645 -0.213 5.553
H 3.784 -0.119 3.785
H 4.396 -2.389 2.596
H 6.146 -4.136 2.594
H 7.470 -4.564 4.640
H 7.027 -3.255 6.687
H 5.273 -1.520 6.690
O 2.624 -0.876 -2.636
C 1.537 -0.858 -2.082
O 1.216 -0.158 -1.055
C 0.385 -1.731 -2.645
P -0.762 -2.030 -1.250
C -2.265 -2.739 -2.015
C -2.483 -2.705 -3.389
C -3.623 -3.277 -3.937
C -4.555 -3.895 -3.119
C -4.352 -3.924 -1.746
C -3.219 -3.348 -1.198
C 0.041 -3.537 -0.563
C -0.428 -4.832 -0.774
C 0.292 -5.924 -0.308
C 1.485 -5.741 0.374
C 1.955 -4.454 0.593
C 1.243 -3.364 0.120
H 0.768 -2.657 -3.068
H -0.093 -1.141 -3.429
H -1.765 -2.231 -4.045
H -3.775 -3.239 -5.008
H -5.433 -4.358 -3.551
H -5.082 -4.398 -1.102
H -3.066 -3.369 -0.126
H -1.352 -5.002 -1.306
H -0.081 -6.924 -0.492
H 2.055 -6.597 0.715
H 2.886 -4.297 1.126
H 1.625 -2.365 0.277
F -3.241 1.256 -0.124
B -2.525 0.134 0.052
F -3.347 -0.905 0.267
*
```

=====

These records have M values of 409.5, 304.4, 929.3, 102.1, 89.1, 85.1, 131.5, 969.9 g mol⁻¹, in the order they appear.